# 1
C4H7NO3 | the ωB97M-V functional and the def2-TZVPD basis

Kohn-Sham gap ... 10.75 eV
Structure (SMILES) ... C=C1O[C@@H]1C.O=NO

Element x y z (Å)
O1 -3.543 1.251 0.114
O2 -5.526 0.417 -0.058
O3 -1.144 0.159 0.259
N1 -4.375 0.136 0.023
C1 0.235 0.363 0.564
C2 1.030 1.175 -0.347
C3 -0.277 -0.923 0.320
C4 -0.178 -2.222 0.295
H1 2.085 1.212 -0.057
H2 -0.964 -2.890 0.209
H3 0.708 1.019 -1.447
H4 0.726 -2.617 0.615
H5 0.318 0.673 1.685
H6 0.548 2.100 -0.026
H7 -2.723 0.864 -0.060

# 2
C4H8NO3 | the ωB97M-V functional and the def2-TZVPD basis

Charge ... -1
Kohn-Sham gap ... 9.14 eV

Element x y z (Å)
O1 0.580 1.619 -0.181
O2 -1.855 -2.598 1.990
O3 0.754 -0.301 -1.324
N1 -0.927 -1.521 0.222
C1 -0.933 -0.390 2.320
C2 -1.283 -1.625 1.496
C3 1.521 1.718 -2.349
C4 0.881 0.958 -1.185
H1 1.538 1.168 -3.299
H2 -0.308 0.235 1.734
H3 -0.201 -0.896 -0.299
H4 2.571 1.815 -2.065
H5 -1.087 -2.313 -0.390
H6 1.023 2.664 -2.532
H7 -0.449 -0.707 3.250
H8 -1.824 0.173 2.611

# 3
C3H6N2O2 | the ωB97M-V functional and the def2-TZVPD basis

Kohn-Sham gap ... 10.77 eV
Structure (SMILES) ... [H]/N=C(/NC=O)OC

Element x y z (Å)
O1 1.860 -0.342 2.905
O2 -0.827 0.844 -0.542
N1 1.269 -0.081 -1.093
N2 0.545 0.076 1.101
C1 -1.868 -0.007 -1.024
C2 1.750 -0.220 1.709
C3 0.371 0.249 -0.265
H1 -2.450 0.564 -1.751
H2 -2.524 -0.305 -0.197
H3 -1.461 -0.901 -1.508
H4 -0.238 0.254 1.716
H5 2.572 -0.320 0.985
H6 1.003 0.189 -2.036

# 4
C25H43Cl2F5FeN3O4Si | the ωB97M-V functional and the def2-TZVPD basis

Kohn-Sham gap (spin up / spin down) ... 9.16 / 6.21 eV
Multiplicity ... 6
<S²> ... 8.762

Element x y z (Å)
Fe1 -3.413 1.274 -2.549
Cl1 -1.545 2.629 -2.033
Cl2 -5.164 0.795 -3.721
Si1 -1.342 2.285 -4.628
F1 -2.368 -0.952 -0.871
F2 -4.161 1.347 1.086
F3 -4.566 -0.638 -0.752
F4 -2.931 -0.405 1.595
F5 -1.989 1.357 0.751
O1 -1.668 -0.420 -3.352
O2 1.482 0.199 -0.539
O3 3.382 2.274 -2.076
O4 -2.873 2.952 -4.231
N1 -1.353 -2.512 -4.231
N2 1.620 -1.656 0.806
N3 2.526 3.673 -0.452
C1 0.071 -2.298 -4.473
C2 2.279 -2.446 -0.217
C3 -3.107 0.598 0.683
C4 -3.353 0.016 -0.721
C5 -3.860 3.806 -4.794
C6 1.256 -0.372 0.528
C7 -3.935 6.318 -5.122
C8 2.739 4.209 0.885
C9 1.797 -2.092 2.177
C10 -3.947 3.594 -6.287
C11 -3.136 4.313 -7.180
C12 -2.059 -3.485 -5.046
C13 -3.940 7.744 -4.678
C14 -3.688 5.254 -4.321
C15 -4.805 2.606 -6.776
C16 -2.018 0.861 -5.775
C17 -4.936 2.449 -8.153
C18 0.285 1.641 -3.835
C19 1.581 4.379 -1.307
C20 -4.193 3.222 -9.059
C21 -3.248 4.122 -8.561
C22 -2.101 -1.560 -3.613
C23 -3.401 5.497 -2.877
C24 3.237 2.592 -0.899
C25 -0.494 3.374 -5.931
H1 -2.840 -3.946 -4.428
H2 -1.357 -4.253 -5.396
H3 -2.740 6.369 -2.764
H4 -4.805 3.413 -4.383
H5 -0.867 3.189 -6.950
H6 -3.130 -1.916 -3.405
H7 1.962 3.887 1.598
H8 -0.558 4.446 -5.712
H9 0.565 3.075 -5.907
H10 -4.846 7.998 -4.109
H11 -5.376 2.018 -6.040
H12 3.721 3.895 1.246
H13 3.375 -2.377 -0.152
H14 -2.459 5.067 -6.765
H15 0.229 -1.445 -5.147
H16 3.682 2.010 -0.058
H17 0.457 -3.216 -4.932
H18 1.097 -1.551 2.816
H19 -2.107 1.168 -6.825
H20 -3.015 0.541 -5.428
H21 -2.890 4.638 -2.417
H22 0.687 0.830 -4.446
H23 2.722 5.309 0.831
H24 1.818 4.197 -2.357
H25 -1.324 0.017 -5.700
H26 -2.603 4.707 -9.234
H27 -2.536 -3.009 -5.917
H28 0.716 0.107 1.369
H29 2.819 -1.908 2.540
H30 -4.347 3.130 -10.131
H31 1.600 -3.167 2.239
H32 1.052 2.425 -3.819
H33 2.010 -3.496 -0.066
H34 1.680 5.454 -1.100
H35 -3.926 8.390 -5.564
H36 -3.082 8.026 -4.046
H37 -4.229 6.163 -6.158
H38 -5.655 1.731 -8.528
H39 0.541 4.067 -1.112
H40 0.574 -2.116 -3.514
H41 1.953 -2.109 -1.200
H42 -4.333 5.739 -2.335
H43 0.184 1.241 -2.820

# 5
C14H36AlN4O3P2S3 | the ωB97M-V functional and the def2-TZVPD basis

Charge ... +3
Kohn-Sham gap ... 9.80 eV

Element x y z (Å)
S1 -1.779 -2.858 1.237
S2 -0.055 -2.692 -1.625
S3 -3.072 -1.038 -1.163
P1 0.549 1.514 -1.046
P2 0.794 0.654 1.772
Al1 -0.903 -1.043 -0.146
O1 0.166 -0.647 1.213
O2 -0.545 0.428 -1.113
O3 1.103 1.543 0.462
N1 -0.131 2.917 -1.410
N2 -0.197 1.558 2.651
N3 1.865 1.161 -1.906
N4 2.119 0.252 2.563
C1 1.720 1.318 -3.370
C2 -0.507 2.980 2.413
C3 -1.549 3.133 -1.732
C4 -2.463 -1.678 -2.756
C5 0.756 4.065 -1.691
C6 -3.152 -3.512 0.246
C7 -0.091 -4.210 -0.602
C8 2.967 -0.884 2.159
C9 -0.407 -3.992 0.876
C10 -1.519 -2.874 -2.727
C11 -3.984 -2.384 -0.362
C12 2.717 1.097 3.613
C13 3.259 1.173 -1.438
C14 -0.617 1.066 3.979
H1 0.793 4.271 -2.760
H2 -1.684 3.223 -2.810
H3 0.436 -3.549 1.407
H4 -0.409 0.002 4.080
H5 -1.120 -3.031 -3.730
H6 3.021 -1.607 2.973
H7 1.763 3.876 -1.321
H8 -3.785 -4.103 0.907
H9 -0.786 -4.895 -1.083
H10 2.572 -1.371 1.271
H11 -4.701 -2.780 -1.083
H12 -2.155 2.314 -1.355
H13 2.812 0.516 4.530
H14 -4.566 -1.872 0.407
H15 0.669 1.288 -3.661
H16 -3.334 -1.923 -3.366
H17 0.372 4.942 -1.173
H18 2.233 0.496 -3.866
H19 -2.029 -3.788 -2.435
H20 -0.615 -4.952 1.349
H21 3.973 -0.525 1.943
H22 2.155 2.260 -3.702
H23 -2.758 -4.182 -0.513
H24 -1.566 3.137 2.610
H25 -0.294 3.264 1.387
H26 2.101 1.971 3.803
H27 3.804 0.386 -1.957
H28 -1.689 1.226 4.089
H29 0.899 -4.658 -0.694
H30 -1.880 4.056 -1.259
H31 3.704 1.429 3.295
H32 3.307 0.988 -0.369
H33 0.072 3.612 3.089
H34 -0.097 1.606 4.770
H35 -1.990 -0.807 -3.209
H36 3.731 2.131 -1.660

# 6
C25H27FN4O4S | the ωB97M-V functional and the def2-TZVPD basis

Kohn-Sham gap ... 8.87 eV
Structure (SMILES) ... COCCNC(=O)[C@@H](c1ccc(F)cc1)N(C(=O)CCC(=O)Nc1nccs1)c1cccc(C)c1

Element x y z (Å)
S1 -5.396 0.858 0.750
F1 5.151 2.877 2.182
O1 -0.175 0.458 1.473
O2 -4.214 -1.119 2.261
O3 0.389 -0.175 -2.712
O4 0.682 4.159 -0.900
N1 -2.849 0.583 1.603
N2 0.761 -1.424 0.373
N3 -3.493 2.378 0.154
N4 0.004 1.250 -0.914
C1 -3.199 -0.521 2.344
C2 0.783 -5.408 -0.576
C3 0.127 -3.260 -1.124
C4 -0.965 -1.994 1.940
C5 0.110 3.473 -2.104
C6 1.488 -0.506 -0.583
C7 -3.630 1.398 0.690
C8 2.442 0.228 0.294
C9 4.349 1.913 1.628
C10 -0.725 2.072 -1.890
C11 1.349 5.221 -0.982
C12 0.150 -4.667 -1.495
C13 -0.134 -0.639 1.341
C14 0.528 0.109 -1.305
C15 1.290 -5.049 0.464
C16 3.944 0.832 2.217
C17 0.752 -2.808 0.140
C18 2.799 0.132 1.487
C19 -5.818 2.152 -0.233
C20 -0.421 -4.986 -2.929
C21 1.325 -3.571 0.878
C22 -4.618 2.766 -0.704
C23 -1.982 -1.111 2.857
C24 4.030 2.182 0.327
C25 3.039 1.586 -0.469
H1 0.847 -6.575 -0.691
H2 4.327 3.255 -0.239
H3 -1.605 -2.453 1.431
H4 4.293 0.739 3.137
H5 1.052 3.232 -2.435
H6 -1.519 -5.182 -2.580
H7 2.248 -1.286 -0.992
H8 -1.434 -0.494 3.526
H9 1.680 -3.387 1.873
H10 0.782 5.945 -1.638
H11 -4.483 3.806 -1.487
H12 2.601 -0.896 2.155
H13 -2.349 -1.651 3.661
H14 -1.131 1.750 -2.603
H15 -0.554 4.317 -2.597
H16 0.335 1.723 0.185
H17 1.665 5.543 0.011
H18 -6.742 2.268 -0.615
H19 -0.348 -2.401 2.682
H20 2.594 1.783 -1.331
H21 -1.765 0.996 1.514
H22 -0.504 -4.081 -3.414
H23 -0.227 -2.263 -1.763
H24 1.645 -5.666 1.493
H25 2.334 4.999 -1.687
H26 -1.654 2.458 -1.215
H27 0.041 -5.867 -2.865

Listing energy relative to the best compared isomer or geometry (same formula, charge and spin) for the structures above in their given order: 6.7148, 0.1866, 1.6583, 1.1810, 0.0000, 23.6720 eV.